[1]
19
Properties=species:S:1:pos:R:3 method="wB97M-V/def2-TZVPD" total_charge=0 smiles="O=CNCCS.O.O" homo_energy_ev=-9.2 gap_ev=9.71 e_tot_ha=-799.54643 relative_energy_ev=1.1779
S -2.293 -0.804 1.427
O -3.275 1.232 -2.532
O 2.952 -1.981 1.623
O 2.591 -0.667 -1.270
N 1.166 0.700 -0.174
C 1.453 -0.349 -1.004
C -0.543 -0.329 1.346
C -0.138 0.863 0.533
H 3.064 -2.347 0.731
H -2.609 1.687 -3.047
H 1.903 1.178 0.316
H 3.146 -1.037 1.559
H 0.564 -0.716 -1.543
H -0.050 -1.256 1.050
H -0.119 -0.181 2.346
H -2.872 0.393 1.164
H -0.793 0.933 -0.355
H -0.219 1.863 0.948
H -3.927 0.818 -3.119

=====

[2]
52
Properties=species:S:1:pos:R:3 method="wB97M-V/def2-TZVPD" total_charge=0 smiles=FC(F)(F)C(F)(F)[PH4].CCCCCC.CCCCCC homo_energy_ev=-9.7 gap_ev=10.20 e_tot_ha=-1393.19291
P -1.403 2.853 -2.755
F -2.626 -0.034 -3.452
F -2.359 -0.352 -1.174
F 0.491 0.889 -3.065
F -0.936 -1.266 -2.640
F -0.273 1.186 -0.951
C -3.256 -3.406 1.369
C 2.465 3.149 -0.830
C -1.715 -0.099 -2.404
C 4.045 3.513 1.186
C -3.412 -4.444 2.486
C -2.024 -3.586 0.481
C 6.046 4.175 -0.250
C -3.468 -5.900 2.021
C 4.842 4.653 0.550
C 1.246 3.810 -0.200
C 3.414 2.528 0.197
C -4.661 -6.201 1.124
C -0.687 1.120 -2.325
C -0.710 -3.453 1.238
H -5.600 -5.974 1.635
H -2.543 -6.174 1.506
H 5.196 5.314 1.349
H 4.205 1.991 -0.338
H -2.051 -2.823 -0.304
H -1.880 4.185 -3.061
H -2.054 2.398 -3.946
H 6.597 5.029 -0.650
H 4.195 5.264 -0.088
H -1.983 2.970 -1.452
H 2.997 3.876 -1.452
H -0.606 -4.226 2.004
H -3.222 -2.412 1.827
H -4.327 -4.215 3.044
H -0.637 -2.476 1.723
H -2.590 -4.336 3.201
H 4.702 2.951 1.858
H -2.058 -4.553 -0.030
H 0.588 4.203 -0.978
H 2.869 1.767 0.766
H -3.528 -6.544 2.905
H 1.528 4.644 0.447
H -4.625 -5.624 0.197
H 5.746 3.551 -1.095
H 3.262 3.942 1.820
H 6.727 3.597 0.380
H 0.133 -3.554 0.551
H -4.672 -7.260 0.852
H 0.677 3.090 0.393
H -0.036 3.317 -2.898
H 2.123 2.360 -1.506
H -4.150 -3.416 0.737

=====

[3]
53
Properties=species:S:1:pos:R:3 method="wB97M-V/def2-TZVPD" total_charge=-1 homo_energy_ev=-5.2 gap_ev=7.99 e_tot_ha=-1754.54432 relative_energy_ev=15.0261
Cl 0.111 0.894 -0.292
O -0.029 0.379 3.771
O -0.854 1.608 -1.020
O 3.174 -3.418 -1.657
O 3.458 0.902 1.792
O 0.495 1.765 0.871
O -3.800 -0.729 0.881
O 1.221 0.768 -1.163
O -0.217 -0.434 0.223
N -2.798 -0.560 -1.049
N -1.755 1.489 2.575
N 1.178 -2.804 -0.531
N 3.361 1.114 -0.511
C -0.443 1.118 2.895
C 2.919 1.334 0.752
C 2.543 -2.968 -0.723
C -2.818 1.057 3.456
C 4.733 0.665 -0.692
C 0.146 -3.087 -1.525
C -1.546 -0.483 -1.804
C 2.940 1.880 -1.648
C -3.895 -0.022 -1.855
C 0.772 -2.065 0.673
C -2.146 1.990 1.176
C -2.802 -0.832 0.265
H 3.680 2.653 -1.860
H 1.385 -2.487 1.470
H 0.434 -3.484 -2.498
H -3.621 1.768 3.649
H -2.852 1.272 0.758
H -2.492 0.985 4.494
H 5.155 0.193 0.195
H 0.215 1.442 2.073
H -1.276 2.307 0.600
H 2.012 2.423 -1.469
H 1.958 1.868 0.706
H -1.403 0.545 -2.135
H 4.686 -0.003 -1.553
H -0.279 -2.272 0.874
H -4.102 -0.681 -2.699
H -1.867 -1.202 0.713
H -2.726 2.903 1.047
H 2.840 1.233 -2.519
H -1.344 -1.297 -2.500
H -4.807 0.114 -1.273
H -3.311 0.137 3.143
H 5.419 1.474 -0.942
H 0.880 -0.983 0.757
H -0.758 -0.741 -1.096
H -0.577 -2.276 -1.603
H -0.508 -3.863 -1.127
H -3.698 0.975 -2.249
H 3.009 -2.562 0.187

=====

[4]
71
Properties=species:S:1:pos:R:3 method="wB97M-V/def2-TZVPD" total_charge=0 homo_energy_ev=-7.5 gap_ev=7.12 e_tot_ha=-5346.23492 relative_energy_ev=0.0000
Pb 0.422 -1.371 1.184
Br -0.150 -0.183 4.075
S 3.642 -2.433 -1.332
S 4.545 -0.394 -4.552
S 1.119 -1.113 -3.446
O -0.489 -1.099 -0.835
O -2.009 -2.818 -2.054
N -2.209 0.168 0.124
N -1.622 0.181 1.315
C -3.790 3.099 3.505
C -1.399 -0.122 -1.093
C -4.923 3.897 3.474
C -2.224 0.734 2.305
C 1.842 -0.960 -5.107
C -2.402 -0.452 -2.182
C -5.570 3.069 5.631
C 4.689 -0.374 4.261
C -4.436 2.276 5.664
C 2.948 -3.183 -2.834
C -2.664 -1.767 -2.584
C 4.422 -0.088 -2.758
C 1.478 -2.840 -3.052
C -4.330 -0.963 -4.127
C 3.048 1.018 3.185
C 3.914 0.777 4.238
C -2.356 1.401 4.682
C -3.630 -2.010 -3.557
C -3.541 2.264 4.593
C -1.749 0.768 3.673
C 2.929 0.122 2.118
C 4.585 -1.276 3.214
C -4.072 0.349 -3.747
C 3.715 -1.034 2.161
C 4.904 -1.293 -1.954
C -5.822 3.878 4.531
C -3.104 0.585 -2.783
C 2.927 0.106 -5.186
C 1.952 0.350 1.023
H -5.078 -1.170 -4.881
H 1.504 1.341 1.082
H 3.555 -2.863 -3.681
H 3.109 0.372 -6.230
H 3.656 -1.748 1.348
H 1.036 -0.706 -5.798
H 2.383 0.202 0.032
H 2.451 1.922 3.179
H 5.183 -2.178 3.213
H -4.241 1.649 6.525
H 5.367 -0.562 5.083
H 5.639 -1.867 -2.521
H -0.891 0.817 -1.386
H -6.256 3.059 6.467
H -4.605 1.171 -4.203
H 3.986 1.494 5.045
H 0.906 -3.033 -2.145
H -1.313 -2.418 -1.470
H 2.615 1.018 -4.676
H 3.055 -4.265 -2.737
H 5.039 0.779 -2.521
H 5.401 -0.956 -1.042
H -3.062 0.704 0.009
H -3.814 -3.035 -3.849
H -5.097 4.544 2.626
H -1.957 1.257 5.679
H -6.705 4.500 4.504
H -2.870 1.606 -2.498
H 2.245 -1.926 -5.413
H 3.385 0.140 -2.520
H -3.198 1.197 2.140
H 1.054 -3.476 -3.832
H -3.074 3.162 2.695

=====

[5]
8
Properties=species:S:1:pos:R:3 method="wB97M-V/def2-TZVPD" total_charge=-1 homo_energy_ev=-4.9 gap_ev=8.90 e_tot_ha=-809.21254 relative_energy_ev=1.5301
S 1.582 -0.126 -0.025
O 1.837 0.439 1.313
O 2.029 0.723 -1.138
O -0.980 -1.433 0.987
O -2.254 -0.348 -0.359
N -0.284 0.281 -0.131
N -1.210 -0.521 0.227
H -0.719 0.986 -0.873

=====

[6]
19
Properties=species:S:1:pos:R:3 method="wB97M-V/def2-TZVPD" total_charge=0 smiles=CC1CC2(CC2)C1 homo_energy_ev=-9.7 gap_ev=10.81 e_tot_ha=-273.85101 relative_energy_ev=1.5658
C 2.208 -0.668 -0.257
C -1.226 -0.474 -0.007
C 2.102 0.777 0.152
C 0.870 -0.014 -0.106
C -0.248 -0.055 -1.141
C -0.100 -0.172 1.050
C -2.512 0.331 0.113
H 0.135 -0.935 1.802
H 2.589 -1.397 0.453
H -3.031 0.098 1.050
H 2.465 -0.886 -1.295
H -3.214 0.146 -0.711
H -1.436 -1.549 -0.030
H -0.091 -0.792 -1.935
H 2.499 1.589 -0.459
H -0.502 0.911 -1.593
H 2.061 0.895 1.249
H -2.285 1.405 0.112
H -0.283 0.789 1.553

=====

[7]
41
Properties=species:S:1:pos:R:3 method="wB97M-V/def2-TZVPD" s2=1.0367 total_charge=+4 homo_energy_ev="-21.8 / -20.9" gap_ev="2.55 / 2.26" e_tot_ha=-1932.08945 spin_multiplicity=2 relative_energy_ev=0.0000
V -0.253 1.029 0.709
O -2.420 3.021 -0.126
O 1.908 3.109 1.308
N 3.000 1.257 -0.780
N 0.703 -4.571 -1.793
N -1.971 1.171 -2.430
N -0.877 1.615 2.533
C -1.174 -1.018 1.348
C 0.107 -6.362 0.017
C -1.457 -0.760 -0.013
C -1.164 2.399 3.342
C -1.514 3.413 4.306
C -3.366 2.558 -4.150
C -1.598 2.218 0.065
C 0.439 -5.368 -0.994
C 1.196 -0.715 0.884
C 0.921 -0.760 -0.496
C 3.931 1.914 -0.990
C -0.401 -0.786 -0.943
C 0.154 -0.998 1.798
C 5.104 2.715 -1.304
C -2.602 1.797 -3.175
C 1.169 2.272 0.975
H -3.767 3.469 -3.686
H 0.314 -7.379 -0.348
H -1.121 4.389 3.980
H -1.082 3.158 5.282
H 5.290 2.700 -2.386
H -2.477 -0.575 -0.346
H 0.707 -6.183 0.921
H 4.946 3.753 -0.985
H -0.634 -0.718 -2.001
H 1.745 -0.669 -1.194
H -0.960 -6.286 0.269
H 5.985 2.312 -0.787
H 0.391 -1.143 2.849
H -2.722 2.842 -4.993
H 2.200 -0.490 1.237
H -1.995 -1.177 2.043
H -2.608 3.478 4.390
H -4.201 1.954 -4.530

=====

[8]
59
Properties=species:S:1:pos:R:3 method="wB97M-V/def2-TZVPD" total_charge=-1 homo_energy_ev=-5.2 gap_ev=7.33 e_tot_ha=-3035.65494 relative_energy_ev=0.4834
Tl -0.854 0.989 0.232
S 3.998 3.410 2.851
S 0.001 2.545 3.072
S 1.155 -1.036 -1.536
O 0.265 2.096 -2.226
O 4.833 2.381 2.281
O -3.345 -2.088 2.396
O -1.361 -1.421 1.561
O 2.141 2.695 -3.336
O 4.462 4.768 2.730
N -2.570 -1.146 -0.881
N -0.228 -2.931 -0.347
N 0.495 -3.426 -2.523
N 2.462 3.252 2.321
N 1.869 1.814 0.061
N 2.284 2.342 -1.160
C -2.587 -1.758 1.487
C -4.493 -2.189 -3.866
C -3.174 -1.815 0.063
C 3.644 3.039 4.549
C 1.453 2.343 -2.226
C 0.443 -2.545 -1.483
C 2.292 2.771 4.628
C -0.785 -4.138 -0.207
C 1.626 2.894 3.284
C -4.108 -2.080 -2.508
C 4.473 3.006 5.653
C 3.898 2.682 6.875
C -2.706 -0.695 -4.489
C 1.373 2.636 -4.539
C -4.760 -2.768 -1.456
C -3.804 -1.516 -4.834
C 1.719 2.441 5.845
C -0.689 -5.057 -1.208
C -3.008 -1.261 -2.167
C -4.305 -2.634 -0.181
C -2.319 -0.559 -3.186
C -0.043 -4.612 -2.374
C 2.536 2.401 6.967
H 5.530 3.224 5.565
H -4.100 -1.611 -5.872
H -5.617 -3.394 -1.682
H 0.660 2.223 5.890
H -0.500 -2.200 0.355
H -1.474 0.060 -2.905
H 0.017 -5.268 -3.239
H 2.358 0.941 0.233
H -5.346 -2.809 -4.120
H 4.515 2.645 7.765
H 1.055 1.613 -4.734
H 0.495 3.276 -4.472
H 2.036 2.984 -5.326
H -4.763 -3.133 0.662
H 3.258 2.538 -1.323
H -1.115 -6.045 -1.122
H 2.076 2.466 0.818
H -1.316 -4.309 0.722
H 2.110 2.147 7.931
H -2.162 -0.177 -5.269